No. 1
DFT (the ωB97M-V functional and the def2-TZVPD basis) results for the ion C7H11NP with charge +1 at a distorted geometry.

```
20
Properties=species:S:1:pos:R:3:mulliken_charge:R:1
C -1.08106 0.12901 -1.45825 -0.720
C 0.27233 0.45524 -1.33957 -0.241
C 1.30007 -0.37849 -0.81892 1.136
C 2.66260 -0.21731 -1.32499 -1.300
C 1.12977 -1.22677 0.30246 -0.478
C 0.14531 -1.21257 1.22330 -0.515
C -0.83471 -0.22162 1.63973 0.027
N -1.50857 0.57275 0.82041 -0.095
P -2.42561 1.82758 1.48658 -0.033
H -1.64714 0.91407 -1.95571 0.322
H -1.61163 -0.73694 -1.16844 0.370
H 0.63618 1.37887 -1.69679 0.384
H 3.12797 0.40689 -0.55847 0.378
H 2.38563 0.52327 -2.12481 0.323
H 3.19203 -1.06159 -1.59461 0.434
H 1.82750 -2.10165 0.50955 0.292
H 0.17025 -1.88972 2.12032 0.300
H -1.17648 -0.15063 2.72996 0.295
H -3.09603 1.33948 2.55198 0.057
H -3.46841 1.65014 0.65625 0.064
```

Values from the calculation:
total energy: -18205.0656 eV
E_LUMO: -0.2262 Eh
spin multiplicity: 1
energy relative to the best compared isomer or geometry (same formula, charge and spin): 66.66 kcal/mol
HOMO-LUMO gap: 6.76 eV
total charge: +1
E_HOMO: -0.4745 hartree
SMILES string: C=C/C(C)=C\C=C/[N+]#[PH2]

***

No. 2
DFT (the ωB97M-V functional and the def2-TZVPD basis) results for a structure of composition C12H26LuN4O7 at a distorted geometry.

```
50
Properties=species:S:1:pos:R:3:mulliken_charge:R:1
O -0.24361 -2.76134 -2.36146 -0.689
H 0.01826 -3.39944 -3.07115 0.107
Lu -0.06527 -0.69278 -0.09789 1.342
N -1.27129 -0.20978 -1.97883 0.578
N 1.03984 0.48107 -1.78487 0.696
N -1.13438 -1.28469 1.82133 0.211
N 1.21669 -0.10936 1.74393 0.194
O -2.47682 -0.56053 -1.85572 -0.527
O -2.48322 -1.69717 1.93409 -0.499
O 2.36494 0.70744 1.64041 -0.460
O 2.14601 1.02868 -1.41729 -0.644
C 0.65062 0.37993 -3.09474 0.114
C -0.68997 -0.07190 -3.21238 0.566
C -0.62280 -0.92885 3.00874 0.421
C 0.67373 -0.25115 2.96337 0.448
C -1.39366 -0.52734 -4.41999 -1.322
H -1.53653 -1.61277 -4.36587 0.286
H -0.78877 -0.31193 -5.29814 0.386
H -2.36439 -0.03521 -4.52676 0.333
C 1.58720 0.54687 -4.23455 -1.402
H 2.42073 -0.16748 -4.14575 0.328
H 2.00177 1.56272 -4.31586 0.344
H 1.06143 0.32180 -5.16966 0.350
C -1.46258 -1.01433 4.23110 -1.559
C 1.27947 0.27809 4.22816 -1.550
H -2.29355 -1.68999 4.03383 0.448
H -1.86241 -0.01624 4.45245 0.367
H -0.92416 -1.32291 5.13081 0.400
H 2.09094 0.97760 3.99109 0.394
H 1.66264 -0.56583 4.83024 0.416
H 0.52625 0.80038 4.84387 0.367
H -2.83764 -1.91819 1.04768 0.368
H 2.53006 0.79038 0.66095 0.412
C 1.21356 -2.50701 -0.33285 -1.143
H 0.62163 -2.99207 -1.21737 0.265
H 1.33849 -3.12215 0.55908 0.355
H 2.24034 -2.30364 -0.65610 0.342
O -2.31963 -3.55558 -0.98263 -0.692
H -1.78873 -3.30135 -1.81405 0.405
H -1.60254 -3.93345 -0.45272 0.294
C -0.16306 4.10879 -0.10088 -1.185
C -0.07435 2.89506 0.78654 0.813
C 0.53524 3.17089 2.11686 -1.028
O -0.40487 1.74224 0.45410 -0.595
H 0.06257 5.02904 0.45386 0.417
H -1.17226 4.20215 -0.50329 0.336
H 0.59102 4.02803 -0.89303 0.283
H -0.03953 2.77592 2.95467 0.233
H 1.55666 2.78930 2.17787 0.189
H 0.58593 4.24808 2.23876 0.490
```

Values from the calculation:
total energy: -66764.4096 eV
E_LUMO (spin up / spin down): -0.2216 / -0.2219 Eh
spin multiplicity: 1
HOMO-LUMO gap (spin up / spin down): 4.25 / 4.23 eV
total charge: +1
E_HOMO (spin up / spin down): -0.3779 / -0.3775 hartree

***

No. 3
DFT (the ωB97M-V functional and the def2-TZVPD basis) results for a structure of composition C5H13N3O at a distorted geometry.

```
22
Properties=species:S:1:pos:R:3:mulliken_charge:R:1
C 0.03372 1.19501 1.13066 -0.517
C -1.43144 1.28864 1.51561 -0.975
C -0.82975 -1.10107 -0.43048 0.384
N -1.73274 -0.58706 -1.34031 -0.445
O -1.10092 -2.02783 0.30502 -0.556
H -1.61771 0.39092 -1.56414 0.234
H -2.68646 -0.81791 -1.09723 0.282
H 0.46788 2.19313 1.21507 0.437
H 0.60446 0.56857 1.82008 0.204
H -1.84065 0.30641 1.76784 0.265
H -2.03648 1.75357 0.72840 0.232
H -1.56343 1.91024 2.40895 0.371
C 1.53433 -1.79046 -0.32204 -0.977
N 0.55714 -0.84896 -0.88154 -0.147
C 0.81415 1.00355 -0.60631 0.072
N 2.06162 1.20841 -0.80539 -0.837
H 0.67290 -0.75204 -1.89521 0.396
H 2.66845 0.69508 -0.16632 0.216
H 0.09506 1.49892 -1.25919 0.320
H 1.33884 -2.78050 -0.72926 0.313
H 1.43814 -1.82001 0.76123 0.337
H 2.55293 -1.48661 -0.55546 0.394
```

Values from the calculation:
total energy: -11910.6874 eV
E_LUMO: 0.0230 Eh
spin multiplicity: 1
energy relative to the best compared isomer or geometry (same formula, charge and spin): 90.61 kcal/mol
HOMO-LUMO gap: 8.43 eV
E_HOMO: -0.2866 hartree